[1]
25
Properties=species:S:1:pos:R:3:forces:R:3:nbo_charge:R:1 method="wB97M-V/def2-TZVPD" total_charge=0 smiles=CC(C)OO.CC(C)O homo_ev=-9.63
O 0.688 0.022 2.602 0.095 -0.356 -0.131 -0.438
O 0.704 0.575 -0.457 -0.261 0.704 1.289 -0.786
O -0.445 -0.114 1.749 -0.579 -1.519 -0.330 -0.337
C 0.203 2.916 -0.810 -0.127 -0.242 -0.143 -0.627
C -0.053 -2.589 2.238 -0.090 0.345 0.055 -0.644
C 0.000 1.482 -1.295 0.005 0.203 0.020 0.104
C 0.479 1.286 -2.727 -0.059 -0.035 0.356 -0.619
C -0.835 -1.635 1.367 0.273 1.301 1.352 0.114
C -0.658 -1.840 -0.097 1.796 1.521 -1.014 -0.702
H -0.089 -2.271 3.278 0.012 -0.076 0.013 0.235
H -0.604 -2.891 -0.372 -0.017 -0.034 0.092 0.224
H 0.326 0.254 -3.037 0.008 -0.055 -0.036 0.212
H 1.259 3.175 -0.851 0.081 0.016 0.012 0.207
H -1.887 -1.591 1.656 0.138 -0.076 0.082 0.192
H -1.426 -1.334 -0.677 -0.333 -0.176 -0.014 0.214
H -0.148 3.022 0.215 0.007 0.019 0.068 0.209
H 0.221 0.531 0.454 0.620 0.097 -1.912 0.491
H 0.288 -1.246 -0.421 -1.398 -1.704 0.429 0.284
H 1.434 0.154 1.987 -0.248 -0.059 0.038 0.461
H 1.542 1.515 -2.794 0.084 0.013 -0.030 0.208
H -1.076 1.248 -1.252 0.055 0.010 -0.013 0.147
H -0.490 -3.584 2.160 -0.023 -0.016 -0.070 0.222
H -0.067 1.940 -3.404 -0.017 0.050 -0.049 0.207
H -0.354 3.612 -1.435 -0.042 0.111 -0.049 0.205
H 0.988 -2.636 1.923 0.023 -0.041 -0.015 0.215

[2]
25
Properties=species:S:1:pos:R:3:forces:R:3:nbo_charge:R:1 method="wB97M-V/def2-TZVPD" total_charge=0 smiles="C=CC/C=C/C.O.O.O" homo_ev=-9.36
O -0.561 -1.058 2.786 -0.144 0.660 0.335 -0.966
O 1.230 -2.122 0.935 0.755 0.075 -0.554 -0.944
O 1.996 2.103 1.203 -0.032 0.442 -0.330 -0.946
C 0.323 0.807 -1.636 -0.486 -0.928 0.863 -0.500
C -1.381 1.077 0.114 -1.592 -1.321 -0.564 -0.164
C -2.823 0.965 0.589 0.940 0.361 0.675 -0.633
C 1.851 -1.177 -1.870 -0.322 -1.458 0.104 -0.452
C 0.652 -0.614 -2.017 1.583 0.236 0.094 -0.139
C -1.115 0.805 -1.157 1.292 1.792 0.040 -0.186
H 0.905 1.123 -0.744 0.109 -0.144 -0.838 0.234
H -0.604 1.076 0.870 -0.010 0.331 -0.078 0.195
H 0.529 1.477 -2.458 -0.159 0.363 -0.256 0.226
H -0.105 -1.269 -2.420 -0.475 0.136 0.083 0.202
H 1.888 -2.279 -1.984 0.232 0.720 -0.393 0.190
H 2.782 -0.745 -1.515 -0.284 0.446 0.037 0.196
H -3.486 0.527 -0.168 0.202 0.358 0.225 0.213
H -3.177 1.939 0.964 -0.171 -0.425 -0.178 0.216
H 1.362 1.604 1.725 0.287 -0.290 0.172 0.480
H -1.900 0.815 -1.893 -0.311 -0.417 -0.160 0.194
H 1.811 -2.617 0.342 -0.169 -0.568 0.372 0.466
H -1.500 -1.176 2.593 0.463 -0.433 0.011 0.471
H -0.078 -1.886 2.689 -0.334 -0.034 -0.356 0.497
H 1.336 -1.274 0.480 -0.622 0.245 0.387 0.477
H 2.819 1.612 1.125 -0.207 -0.208 0.282 0.474
H -2.756 0.287 1.446 -0.543 0.061 0.026 0.199

[3]
24
Properties=species:S:1:pos:R:3:forces:R:3:nbo_charge:R:1 method="wB97M-V/def2-TZVPD" total_charge=0 smiles=C[Si](C)(C)CCCO homo_ev=-10.21
Si -0.830 -0.539 -0.050 -0.513 -1.079 0.909 1.604
O 2.633 2.605 -0.113 0.974 0.524 1.325 -0.714
C 1.611 1.750 -0.533 -0.392 0.143 0.178 -0.056
C -1.952 0.875 -0.551 1.103 -0.142 -0.613 -1.108
C 0.935 -0.662 -0.762 -1.449 0.514 -0.030 -0.842
C 1.910 0.313 -0.174 0.518 0.006 -0.012 -0.423
C -0.692 -0.566 1.811 0.184 0.151 0.343 -1.120
C -1.704 -2.213 -0.265 0.586 0.237 -0.687 -1.091
H 0.942 -0.486 -1.837 -0.116 -0.226 -0.237 0.225
H 1.319 -1.653 -0.588 -0.143 -0.613 0.010 0.238
H -2.616 -2.271 0.310 -0.302 0.089 0.301 0.232
H 2.856 -0.018 -0.601 0.486 0.661 0.079 0.209
H -0.999 -2.953 0.136 -0.208 -0.031 -0.156 0.228
H 0.653 2.126 -0.103 0.281 -0.568 -0.276 0.153
H -2.985 0.738 -0.272 -0.241 -0.120 0.117 0.246
H -1.579 1.838 -0.210 -0.108 0.076 0.114 0.236
H -1.850 0.867 -1.633 -0.421 0.309 -0.373 0.231
H -0.105 0.259 2.242 -0.073 -0.373 0.025 0.227
H -0.276 -1.548 2.081 0.201 0.352 0.171 0.231
H 1.562 1.872 -1.615 -0.136 -0.058 -0.068 0.176
H -1.957 -2.483 -1.293 0.115 -0.057 0.020 0.230
H -1.692 -0.540 2.258 0.070 0.115 -0.097 0.236
H 2.788 2.465 0.852 -0.194 0.174 -1.134 0.460
H 2.029 0.225 0.909 -0.223 -0.084 0.093 0.192

[4]
24
Properties=species:S:1:pos:R:3:forces:R:3:nbo_charge:R:1 method="wB97M-V/def2-TZVPD" total_charge=0 smiles=CCCS.CCCS homo_ev=-8.97
S -0.041 0.733 2.441 0.638 0.545 0.267 -0.050
S 1.527 1.661 -2.052 -0.351 0.396 0.819 -0.070
C -0.257 1.618 -1.507 0.672 0.583 0.756 -0.506
C -2.451 0.659 -2.197 0.010 -0.240 0.176 -0.605
C 0.405 -0.848 3.199 -0.993 -0.390 0.071 -0.514
C 1.706 -1.303 1.049 1.000 0.037 -1.549 -0.617
C -0.912 0.533 -2.221 -1.964 -1.563 -2.197 -0.410
C 0.801 -1.847 2.086 -0.749 -0.627 1.428 -0.419
H 1.270 1.052 2.387 -0.466 0.496 -0.330 0.121
H -0.619 -0.464 -1.843 0.046 0.502 -0.203 0.204
H 1.278 -2.755 2.502 -0.488 0.383 0.212 0.204
H -2.850 0.626 -1.170 0.076 0.030 -0.338 0.201
H -0.372 1.292 -0.455 0.906 0.807 -0.113 0.241
H -0.670 0.569 -3.301 0.188 -0.206 0.421 0.193
H 1.365 2.013 -3.345 -0.338 -0.081 0.313 0.122
H -0.546 -1.132 3.688 0.656 -0.282 -0.057 0.221
H -0.109 -2.163 1.541 0.210 -0.023 0.639 0.206
H -0.814 2.567 -1.628 0.702 -0.265 -0.048 0.214
H -2.892 -0.172 -2.773 0.030 0.363 0.267 0.212
H 2.389 -0.490 1.348 -0.247 -0.420 0.013 0.204
H 2.309 -2.165 0.718 0.024 0.605 -0.317 0.214
H 1.145 -0.641 3.996 -0.231 -0.407 -0.599 0.220
H 1.094 -0.954 0.201 0.628 0.100 0.183 0.214
H -2.757 1.611 -2.663 0.042 -0.345 0.186 0.200

[5]
27
Properties=species:S:1:pos:R:3:forces:R:3:nbo_charge:R:1 method="wB97M-V/def2-TZVPD" total_charge=+1 homo_ev=-12.21
I -6.077 0.120 0.113 1.159 -0.869 -1.093 -0.108
Si 2.765 -0.366 -0.075 -2.435 0.471 0.675 1.784
O -0.556 0.252 -0.085 0.660 0.660 -1.133 -0.480
N -2.225 1.967 0.005 -0.942 -3.566 -0.120 -0.768
C 3.464 -1.186 -1.553 -1.224 -2.310 0.807 -1.230
C -0.759 -2.025 -0.561 -1.436 -1.580 -2.293 -0.835
C 2.810 -1.295 1.594 0.603 2.349 -0.057 -1.147
C 0.062 -0.824 -0.351 1.295 -0.052 0.870 0.380
C 2.810 1.529 -0.111 0.461 0.219 0.098 -1.190
C -2.031 0.545 -0.273 -0.033 1.410 5.701 0.062
H -7.077 0.837 1.022 -1.144 0.851 1.085 0.110
H 3.431 1.932 0.707 0.237 -0.459 -0.170 0.277
H 2.921 -1.000 -2.504 1.106 0.180 0.483 0.291
H -1.979 2.118 0.962 0.077 0.386 0.491 0.373
H -0.431 -3.040 -0.263 0.480 0.936 0.188 0.281
H -2.359 0.201 -1.168 -0.656 -0.712 -2.877 0.191
H -1.604 2.413 -0.585 1.295 1.812 -1.326 0.363
H 3.260 -2.260 -1.297 -0.754 0.401 -0.308 0.269
H 3.847 -1.609 1.578 0.363 -0.476 0.519 0.251
H -1.845 -1.986 -0.417 0.135 0.468 1.117 0.245
H 3.238 1.955 -1.057 -0.547 -0.600 0.739 0.274
H -0.915 -2.178 -1.672 1.017 0.313 0.434 0.295
H 2.158 -2.088 1.849 -0.609 -1.167 -0.672 0.272
H 1.870 2.034 0.135 -0.245 -0.380 -0.408 0.275
H -2.458 -0.041 0.582 -0.135 0.506 -1.026 0.201
H 2.655 -0.637 2.485 0.464 0.025 -0.924 0.272
H 4.520 -1.400 -1.475 0.809 1.183 -0.801 0.294

[6]
25
Properties=species:S:1:pos:R:3:forces:R:3:nbo_charge:R:1 method="wB97M-V/def2-TZVPD" total_charge=+1 homo_ev=-13.31
N -0.253 -0.143 -0.810 -1.186 -1.929 1.567 0.224
N -0.289 2.943 0.233 -0.384 0.062 0.490 -1.082
C -0.955 -1.079 -1.608 0.623 1.080 -1.960 -0.372
C -0.872 -0.829 1.433 -1.522 0.273 -0.274 -0.536
C -1.303 -0.493 -2.982 0.176 0.214 0.202 -0.619
C 1.402 0.207 0.902 -0.132 0.833 -0.007 -0.417
C 2.208 -0.383 2.042 -0.062 -0.505 -0.031 -0.617
C 0.265 -0.695 0.378 2.043 0.513 -0.744 -0.168
H 0.267 3.616 -0.270 0.258 -0.057 -0.266 0.376
H -0.333 -1.979 -1.735 -0.174 -0.238 0.430 0.284
H 3.070 0.246 2.245 0.002 0.097 0.029 0.252
H 2.593 -1.382 1.819 0.009 0.029 -0.106 0.213
H -0.444 2.118 -0.325 0.075 0.211 -0.398 0.346
H -1.291 0.157 1.628 0.274 0.027 0.358 0.249
H -1.798 -1.226 -3.613 -0.048 -0.047 0.067 0.247
H -1.933 0.389 -2.879 -0.118 -0.077 0.007 0.236
H 1.627 -0.469 2.958 -0.023 0.118 0.043 0.215
H -0.486 -1.324 2.318 0.357 0.232 0.002 0.273
H -0.386 -0.173 -3.476 -0.025 -0.098 -0.055 0.235
H 0.684 -1.701 0.202 -0.591 -0.185 -0.087 0.258
H -1.695 -1.428 1.039 0.205 -0.167 -0.052 0.221
H 2.030 0.461 0.045 0.188 -0.278 0.044 0.221
H -1.889 -1.387 -1.104 0.195 -0.019 0.499 0.327
H 0.971 1.169 1.187 -0.071 -0.072 0.143 0.264
H -1.188 3.387 0.372 -0.072 -0.018 0.100 0.370

[7]
27
Properties=species:S:1:pos:R:3:forces:R:3:nbo_charge:R:1 method="wB97M-V/def2-TZVPD" total_charge=+1 homo_ev=-13.24
O 1.750 -1.218 -0.677 1.156 -0.398 1.372 -0.542
O 0.821 0.722 -1.325 -1.536 0.663 -0.017 -0.570
N -1.325 0.302 1.127 -0.136 -4.832 1.189 -0.449
N -0.491 -1.236 -0.969 -0.407 0.945 0.614 -0.915
C 0.134 0.107 1.301 2.814 4.807 -4.848 -0.285
C 0.677 -0.397 -0.611 -1.824 -1.206 1.597 0.764
C -1.886 -0.250 2.426 -1.529 -1.757 -2.074 -0.400
C 0.910 0.604 -2.794 0.735 -2.670 0.972 -0.281
C 2.960 -0.698 -0.106 0.969 4.395 -4.503 -0.281
C -2.145 1.438 0.575 3.518 0.995 -0.973 -0.412
H 2.882 0.368 0.212 -0.661 -0.929 0.549 0.200
H -1.220 -0.895 2.956 0.562 -0.198 0.039 0.231
H -2.123 0.568 2.958 -0.642 2.788 2.396 0.212
H -3.190 1.229 0.478 -0.391 -0.476 0.416 0.246
H 0.762 0.977 1.713 -1.303 -1.169 -0.770 0.242
H 3.441 -1.290 0.561 0.819 -2.090 2.106 0.202
H -1.698 1.619 -0.429 -0.565 -0.099 0.528 0.239
H 0.440 -0.785 1.694 -0.138 -2.268 1.376 0.211
H 1.823 1.141 -2.835 0.514 0.725 -1.634 0.225
H -1.886 2.350 1.142 -0.575 -0.508 0.011 0.237
H 0.021 0.979 -3.302 0.283 0.259 0.223 0.205
H -2.843 -0.794 2.282 0.582 0.275 -0.360 0.224
H -0.460 -2.238 -0.902 0.988 -0.305 0.556 0.414
H 3.755 -0.428 -0.956 -1.650 -1.305 1.290 0.198
H -1.314 -0.573 0.445 -1.166 1.505 -0.203 0.485
H 1.115 -0.507 -3.096 -0.397 2.023 0.536 0.200
H -0.911 -1.095 -1.869 -0.021 0.832 -0.388 0.399

[8]
26
Properties=species:S:1:pos:R:3:forces:R:3:nbo_charge:R:1 method="wB97M-V/def2-TZVPD" total_charge=0 homo_ev=-8.06
N 1.363 0.337 1.315 -1.742 0.908 1.025 -0.912
N -1.108 0.386 0.235 -0.347 -0.243 0.073 -0.434
N 2.050 -1.217 -0.226 1.598 0.528 0.636 -0.793
C 2.165 -0.021 0.307 -1.327 -0.585 -2.290 0.493
C -2.056 1.322 0.857 0.057 -0.121 -0.081 -0.414
C -1.582 -1.060 0.443 0.379 1.222 0.277 -0.215
C -0.979 0.665 -1.203 0.183 -0.091 0.216 -0.426
C -0.631 -2.082 -0.114 1.974 0.484 -0.759 -0.769
C 2.823 1.121 -0.435 0.565 -0.112 0.150 -0.687
H 3.842 0.846 -0.718 -0.077 0.063 -0.058 0.223
H -0.605 -2.951 0.543 0.106 -0.038 -0.029 0.213
H -1.938 0.559 -1.721 -0.024 0.046 0.065 0.190
H 0.645 -1.672 -0.279 -2.850 -1.003 0.858 0.320
H -3.061 1.225 0.433 0.037 -0.025 -0.035 0.189
H -0.951 -2.421 -1.100 -0.124 -0.094 -0.060 0.193
H -2.109 1.115 1.925 0.015 0.054 0.011 0.211
H 2.864 2.011 0.186 -0.003 0.041 0.060 0.228
H -0.269 -0.042 -1.625 0.009 0.018 -0.048 0.231
H 1.038 -0.486 1.815 0.197 -0.261 -0.086 0.357
H -2.594 -1.120 0.012 0.139 0.067 0.056 0.181
H 2.273 1.357 -1.351 -0.010 -0.134 0.097 0.219
H 0.155 0.640 0.834 1.093 -0.906 0.025 0.451
H -1.706 2.343 0.702 -0.010 -0.012 0.057 0.208
H -0.598 1.677 -1.337 -0.033 0.034 -0.049 0.204
H 2.650 -1.378 -1.028 0.218 0.197 -0.039 0.345
H -1.681 -1.153 1.528 -0.024 -0.038 -0.071 0.195